101
Properties=species:S:1:pos:R:3:forces:R:3 method="wB97M-V/def2-TZVPD" total_energy_ha=-4505.75129 mol_weight_g_mol=959.4 homo_lumo_gap_ev="6.1 / 4.7" spin_multiplicity=6 charge=-1 relative_energy_ev=1.321 largest_force_ev_per_a=2.83 lumo_energy_ev="1.28 / -0.26"
Mn 1.6678 -1.2674 -1.6084 0.2 0.3 1.5
O 5.2544 -2.5521 -0.4104 0.2 -0.5 0.5
S 4.0629 -2.4066 0.3848 -0.7 1.5 -0.7
O 3.1818 -3.5401 0.5836 0.7 -0.5 0.0
O 3.2381 -1.2574 -0.1428 -0.1 -0.1 -0.4
C 4.4938 -1.8912 2.0663 -1.1 -0.6 -0.2
C 5.8093 -1.7756 2.4667 0.0 0.3 -0.1
C 6.0819 -1.6513 3.8333 0.6 -0.1 -0.8
C 5.0431 -1.6038 4.7040 0.1 0.0 1.4
C 3.7372 -1.7281 4.3023 -1.7 0.3 1.6
C 3.3981 -1.8787 2.9719 0.5 -0.3 -0.2
P 1.6642 -2.0869 2.3465 -0.5 0.7 -0.2
C 0.6912 -1.2002 3.6562 0.0 -0.4 0.8
C 0.2524 0.1096 3.4419 0.1 0.7 -0.9
C -0.5236 0.7791 4.3927 0.0 -0.6 -0.2
C -0.7960 0.1530 5.5915 -0.7 0.8 0.8
C -0.3394 -1.1261 5.8502 0.2 -0.2 -0.4
C 0.3518 -1.8373 4.8706 0.0 1.4 0.0
C 1.2686 -3.7955 2.8079 0.5 -1.1 1.1
C -0.0810 -4.1233 2.9492 0.6 -1.0 0.0
C -0.4690 -5.4267 3.2703 0.8 0.5 -0.4
C 0.4678 -6.4360 3.4362 0.1 0.0 0.1
C 1.8251 -6.1166 3.3634 0.0 0.4 -0.1
C 2.2282 -4.8118 3.0978 -0.5 0.9 -0.4
H 6.5513 -1.7089 1.6803 0.2 -0.4 0.2
H 7.0669 -1.6574 4.2727 0.4 0.3 -0.4
H 5.2469 -1.4741 5.7694 0.0 -0.1 -0.3
H 3.0074 -1.7059 5.1768 0.5 0.0 -1.7
H 0.4862 0.6632 2.5013 -0.2 -0.7 0.6
H -1.0017 1.7258 4.1831 0.3 0.2 -0.2
H -1.4074 0.6821 6.3565 0.5 -0.4 -0.6
H -0.5455 -1.5287 6.8236 0.0 -0.5 0.2
H 0.6761 -2.8410 5.0468 0.1 -0.4 0.2
H -0.8475 -3.3844 2.8532 -0.3 0.4 -0.3
H -1.5115 -5.6161 3.3239 -0.8 -0.4 0.2
H 0.1382 -7.4497 3.6628 0.1 0.2 -0.1
H 2.5982 -6.8587 3.5013 -0.1 -0.2 0.1
H 3.2911 -4.5389 3.1003 -0.5 -0.3 -0.2
C -4.4158 3.9215 -6.9846 -0.6 0.1 -0.2
C -3.6372 3.5043 -5.7444 0.1 0.4 0.0
C -2.5603 4.2472 -5.2082 0.1 -0.6 -0.2
C -1.7125 3.7179 -4.2409 -0.5 -1.8 0.2
C -0.4868 4.4342 -3.7192 -1.1 1.4 -0.4
C -2.0212 2.4100 -3.7599 -0.6 -0.4 0.5
Te -0.6410 1.3902 -2.3573 -0.8 0.8 1.1
N 0.6620 0.3581 -0.8098 0.6 -1.3 -0.6
C 1.2416 1.3962 -0.1903 0.5 0.2 -0.3
O 0.8382 1.9237 0.8584 0.3 -0.1 -0.3
C 2.3385 2.1728 -0.9974 -0.3 -0.8 0.3
C 2.7839 1.8166 -2.2732 0.1 1.2 0.2
C 3.3066 2.8659 -3.0397 -0.8 0.6 -0.3
C 3.4820 4.1560 -2.5503 0.5 -0.1 0.9
C 3.3403 4.4099 -1.1767 0.1 -0.8 -0.2
C 2.7242 3.3922 -0.4559 0.2 0.4 0.0
C -2.2662 1.4036 -0.7820 0.7 -0.4 -0.2
C -2.5626 2.5749 -0.1115 -0.7 0.6 0.5
C -1.9598 3.9058 -0.5112 0.1 0.3 0.6
C -3.4734 2.5106 0.9872 0.9 1.9 -0.2
C -4.1240 1.3860 1.3600 -0.4 -1.3 -0.8
C -4.9131 1.2741 2.6241 -0.7 0.5 1.3
C -3.8513 0.2663 0.5796 -1.1 -1.6 1.0
C -2.8731 0.1954 -0.3570 2.4 0.0 -1.6
C -2.2662 -1.1610 -0.7813 -1.1 -0.2 0.9
C -3.1876 1.7149 -4.1268 -0.6 1.4 -1.3
C -3.6068 0.3879 -3.5480 -0.3 0.2 -0.5
C -3.9978 2.3070 -5.1439 0.2 -0.8 0.6
H -4.3656 3.1414 -7.7911 -0.1 0.6 0.8
H -4.0740 4.8568 -7.4397 0.2 -0.1 0.2
H -5.4888 4.1025 -6.7381 0.6 -0.3 -0.2
H -2.2864 5.2197 -5.5765 -0.2 0.3 -0.5
H -0.3271 5.3426 -4.3278 0.4 -0.5 0.0
H 0.3969 3.8221 -3.6457 0.3 -0.1 -0.1
H -0.7051 4.8620 -2.7396 0.2 -0.3 0.2
H 2.7258 0.8420 -2.7333 -0.4 -0.1 0.1
H 3.3422 2.7810 -4.1131 0.5 -0.5 -0.2
H 3.8147 4.9478 -3.1972 0.1 0.1 -0.3
H 3.7499 5.3054 -0.6847 -0.6 -0.3 -0.4
H 2.4738 3.4788 0.5780 -0.1 0.4 0.6
H -0.8881 3.9454 -0.2693 0.0 -0.4 -0.6
H -2.3072 4.7665 0.0825 -0.5 -0.5 -0.1
H -2.1850 4.1094 -1.5653 0.3 0.0 0.3
H -3.6385 3.3996 1.6141 0.2 -0.1 -0.5
H -4.1512 1.1436 3.4268 -0.7 -0.2 -0.3
H -5.7110 0.4783 2.7271 1.2 0.6 -0.5
H -5.4293 2.2268 2.8845 0.4 -0.5 -0.3
H -4.3821 -0.6690 0.8068 0.3 0.2 0.2
H -2.4296 -1.8149 0.1148 0.1 0.1 -1.0
H -1.1719 -1.1407 -0.8951 -0.5 0.4 0.0
H -2.7571 -1.5991 -1.6746 0.3 0.1 0.5
H -2.7639 -0.2836 -3.5133 0.4 -0.3 0.1
H -4.3563 -0.0955 -4.1975 0.2 0.3 0.4
H -3.9854 0.4958 -2.5296 -0.1 0.0 -0.2
H -4.9289 1.8008 -5.4932 0.9 0.3 0.2
C 1.1774 -5.4745 -2.3954 -0.6 0.6 0.9
O 1.7245 -4.1433 -2.1589 0.2 -0.1 -0.7
C 1.1414 -3.3151 -1.3023 -1.6 -0.8 1.2
O 0.2932 -3.6320 -0.4716 1.4 0.8 -1.7
H 0.8070 -5.8656 -1.4234 0.0 0.2 -0.8
H 1.9854 -6.1015 -2.7528 0.2 0.2 -0.1
H 0.3901 -5.3879 -3.1784 0.4 -0.1 0.7
F 1.8919 -1.2644 -3.4449 -0.3 0.0 0.4


107
Properties=species:S:1:pos:R:3:forces:R:3 method="wB97M-V/def2-TZVPD" total_energy_ha=-6281.30900 mol_weight_g_mol=1248.4 homo_lumo_gap_ev=7.3 spin_multiplicity=1 relative_energy_ev=0.000 largest_force_ev_per_a=3.73 lumo_energy_ev=-0.58
Ta -1.6734 0.0190 0.7569 -0.2 0.1 -0.5
Te 0.1342 -1.4545 -4.1587 -0.2 -1.2 -0.2
C -0.7970 -3.4396 -4.1922 0.1 0.4 -0.3
C -0.0364 -4.6057 -4.1461 1.4 0.8 -0.4
C -0.5934 -5.8332 -3.8573 -1.6 1.5 0.1
N -1.8881 -5.9602 -3.5566 -0.3 0.6 -0.2
C -2.6508 -4.8485 -3.7358 0.1 -1.9 -0.1
C -2.1765 -3.6220 -4.1410 -1.0 0.7 0.2
C -0.5789 -0.9207 -2.2946 -0.1 0.0 0.4
P 0.1594 -1.2699 -0.7569 0.8 0.7 0.0
C 1.8595 -0.4367 -0.8177 1.4 -0.9 0.2
C 3.1442 -1.0904 -0.7067 -0.7 2.2 0.0
C 4.3253 -0.2963 -0.7817 -1.4 0.8 -0.6
C 4.2337 1.1049 -0.9881 -2.0 -1.6 0.5
C 2.9884 1.7155 -1.1491 -0.1 -2.1 -0.2
C 1.8287 0.9319 -1.1133 0.2 -0.5 0.7
C 0.3592 -3.0138 -0.1587 0.7 1.2 0.3
C 1.2871 -3.1954 1.0069 -0.8 0.5 -0.4
C 1.4203 -4.3933 1.5909 0.2 -0.6 -0.2
C 0.5851 -5.5926 1.1827 0.9 0.3 -1.0
C -0.4023 -5.3434 0.0248 0.9 1.1 0.1
C -0.4029 -3.9920 -0.6633 -0.5 -0.2 0.6
P -1.6339 0.4372 -2.0020 -1.0 -0.4 -0.5
C -3.1400 0.2886 -3.0878 -0.3 -0.2 1.6
C -4.3825 -0.1269 -2.6101 -0.8 -0.8 -0.8
C -5.3830 -0.4320 -3.5697 0.7 0.3 0.6
C -5.1744 -0.2206 -4.9216 -0.2 -0.1 -0.2
C -3.9374 0.2524 -5.3992 -2.1 -0.5 0.9
C -2.9872 0.5241 -4.4319 1.0 0.1 -2.3
C -1.1100 1.9894 -2.7954 -1.0 -0.2 1.0
C 0.0356 2.1474 -3.5048 -0.1 1.0 0.2
C 0.3168 3.3896 -4.0548 2.4 0.2 -1.7
C -0.4467 4.4949 -3.9076 -3.1 -1.2 1.7
C -1.6668 4.2880 -3.1785 0.0 -0.1 -0.2
C -2.0222 3.0569 -2.6734 0.5 0.1 0.5
H 1.0459 -4.5630 -4.3647 -0.6 0.1 0.4
H 0.0212 -6.6778 -3.8553 0.7 -1.4 0.2
H -3.7289 -5.0189 -3.6289 0.4 0.2 0.1
H -2.9897 -2.8997 -4.3836 1.2 0.0 0.4
H 3.1166 -2.1445 -0.5227 0.5 -0.4 -0.1
H 5.3356 -0.6603 -0.8349 0.1 -0.7 0.4
H 5.0847 1.7062 -0.9504 1.4 0.7 -0.3
H 2.9156 2.7068 -1.4827 0.0 1.5 0.0
H 0.8468 1.3604 -1.2473 0.1 0.4 -0.1
H 1.8458 -2.2979 1.3766 -0.4 -1.0 -0.4
H 2.2450 -4.5286 2.3028 -0.5 -0.1 -0.1
H 1.0942 -6.5956 1.3212 -1.1 1.1 -0.1
H -0.7385 -6.1029 -0.6345 -0.1 -1.1 -0.2
H -1.0735 -3.7761 -1.5356 0.7 -0.5 0.8
H -4.6035 -0.2948 -1.5555 0.4 0.0 -0.3
H -6.3253 -0.8851 -3.2923 -0.1 0.3 0.4
H -6.0491 -0.4327 -5.5533 0.7 0.1 -0.1
H -3.8672 0.3811 -6.4736 0.6 0.2 0.2
H -2.0600 0.8826 -4.8620 0.2 0.1 0.5
H 0.7524 1.3788 -3.5430 0.7 -0.9 -0.3
H 1.2093 3.5277 -4.7057 -0.5 -0.4 0.7
H -0.2548 5.4080 -4.3815 0.4 1.1 -0.5
H -2.4437 5.0039 -2.9891 0.2 1.0 -0.3
H -2.9701 2.9563 -2.0988 0.8 -0.1 -0.6
O -3.6318 5.7419 2.2015 0.2 0.1 0.0
C -2.3169 5.7648 2.1751 2.5 1.4 1.0
O -1.6707 6.6787 2.6895 -1.3 -1.1 -0.7
C -1.4741 4.6797 1.5568 0.3 -1.0 -1.2
C -0.0827 4.6663 1.3899 -1.7 0.5 1.3
N 0.2739 3.5040 0.8560 1.3 1.7 -0.5
N -0.7297 2.7934 0.4778 -2.4 -1.5 -0.1
C -1.8015 3.4440 0.9447 -0.6 -0.2 -0.3
C -3.1266 2.7737 0.8468 -1.8 -0.1 0.3
O -4.2218 3.3507 0.9213 1.9 0.0 0.0
O -3.0948 1.4694 0.7347 0.5 -0.1 0.0
H -4.0009 4.9652 1.7465 -0.1 -0.6 -0.4
H 0.6431 5.3364 1.7167 0.9 1.1 0.4
H 1.1829 3.4031 0.4554 0.5 -0.8 -0.1
C 3.8471 -1.9791 4.2075 0.1 -2.6 -0.7
C 4.8718 -2.0883 3.0698 0.9 -1.4 2.7
O 5.1087 -3.4508 2.6598 -0.5 0.4 1.4
H 3.8338 -0.9657 4.5937 -0.2 -0.1 0.3
H 4.0772 -2.8244 4.9280 -0.1 1.4 -0.3
H 2.8982 -2.3083 3.7547 -0.2 0.6 0.4
H 5.8155 -1.7495 3.4986 0.2 0.5 -0.5
H 4.5184 -1.5232 2.2814 -0.3 1.4 -1.9
H 5.0359 -3.4589 1.7277 -0.1 -0.2 -1.4
C -1.3860 2.5040 4.2953 0.6 0.3 -0.1
Si -0.2858 0.9655 3.7990 -0.2 1.8 -0.1
C -0.6374 -0.6550 4.6031 1.1 -0.8 1.3
C 1.5542 1.5312 3.7216 -1.5 -0.8 0.1
C 2.3336 1.0359 2.7009 0.7 -1.1 -1.2
C 3.7072 1.2619 2.6755 1.2 1.1 0.3
C 4.2974 2.0887 3.6724 -0.9 -1.1 -0.5
C 3.5003 2.5857 4.6962 0.9 1.1 -0.8
C 2.1493 2.3314 4.6672 -0.1 0.1 0.5
H -1.5346 2.6515 5.3755 0.8 0.2 -0.1
H -2.4539 2.4478 4.0302 0.4 -0.2 -0.7
H -0.9123 3.4402 3.8057 -0.8 -1.5 1.0
H -0.6482 -0.6177 5.7231 0.1 0.0 -0.9
H 0.0650 -1.4817 4.3002 -0.4 1.0 0.2
H -1.5980 -1.0039 4.2844 -0.7 -0.1 -0.2
H 1.8703 0.4265 1.8999 0.3 0.4 0.5
H 4.3791 0.9252 1.8635 -0.8 0.0 0.5
H 5.3474 2.3252 3.6442 0.2 0.0 -0.1
H 3.9283 3.3664 5.3355 -0.3 -0.6 0.2
H 1.5277 2.8061 5.3785 -0.6 0.4 0.9
O -3.2156 -1.1771 0.2046 0.3 0.6 -0.2
Se -2.9133 -2.6440 1.1420 1.2 1.1 0.7
O -1.5370 -1.5744 1.8429 -1.1 -1.7 -0.2
O -0.6830 0.7420 2.2087 -0.2 -0.3 -1.1
O -0.8120 -5.4905 1.3835 -0.1 0.3 0.0